[1]
Molecular formula: C3H8N2O
Method: DFT, the ωB97M-V functional and the def2-TZVPD basis

```
14
Properties=species:S:1:pos:R:3:lowdin_charge:R:1
C -1.03321 -0.51673 1.14614 -0.155
N -0.49094 -0.21699 -0.23243 -0.204
C -0.99100 1.10275 -0.70912 -0.035
C 0.99066 -0.30928 -0.59658 -0.524
O 1.32990 -0.17553 -1.74925 0.083
N 1.73525 -0.55320 0.48085 0.198
H -0.62061 -1.49624 1.42923 -0.009
H -0.63817 0.26869 1.80770 -0.004
H -0.91298 -0.91068 -0.85112 0.159
H -0.69750 1.25980 -1.74774 0.090
H -2.07153 1.09046 -0.57837 0.091
H -0.55628 1.87420 -0.06987 0.102
H 2.72705 -0.69538 0.38129 0.126
H 1.24088 -0.71849 1.35318 0.082
```

Summary:
HOMO = -6.93 eV
LUMO level = 0.709 eV
Total energy = -303.77279 hartree

[2]
Molecular formula: C3H8N2O
Method: DFT, the ωB97M-V functional and the def2-TZVPD basis

```
14
Properties=species:S:1:pos:R:3:lowdin_charge:R:1
C -1.85875 -1.18895 0.31975 -0.132
C 0.93470 0.48687 -0.29623 -0.487
C 1.33956 -0.25468 1.04909 -0.028
H -0.97435 -1.88181 0.25917 0.065
H -2.44489 -1.48822 -0.71492 0.117
H -2.48997 -1.51558 1.13812 0.064
H -2.03715 0.89801 0.44883 0.111
H -0.65318 0.44760 -1.59356 0.177
H 0.49501 -1.15343 1.27632 0.101
H 2.39184 -0.69856 1.13151 0.087
H 1.12441 0.54531 1.85675 0.085
N -1.34392 0.17477 0.41684 -0.138
N -0.42141 0.52010 -0.55947 -0.024
O 1.80657 0.71540 -1.15493 0.002
```

Summary:
HOMO = -9.53 eV
LUMO level = 0.814 eV
Total energy = -303.79046 hartree

[3]
Molecular formula: C3H8N2O
Method: DFT, the ωB97M-V functional and the def2-TZVPD basis

```
14
Properties=species:S:1:pos:R:3:lowdin_spin:R:1
O 0.85180 -0.57031 1.30632 0.151
C -0.09052 -0.78204 0.58140 0.009
N -0.53417 0.26226 -0.24274 0.212
C 0.21486 1.47178 -0.28664 0.053
N 0.68057 1.62775 -1.62165 0.514
C -0.87472 -2.05702 0.57273 0.004
H -1.42125 0.12045 -0.71706 0.001
H -0.38427 2.31808 0.03677 0.017
H 1.04001 1.34346 0.42368 0.024
H 0.90813 0.76046 -2.10720 0.005
H 0.31927 2.33017 -2.26266 0.012
H -0.23107 -2.86706 0.90248 -0.001
H -1.73503 -1.97234 1.24292 -0.002
H -1.26754 -2.32686 -0.41072 0.001
```

Summary:
HOMO (spin up / spin down) = -15.50 / -15.10 eV
2S+1 = 2
LUMO level (spin up / spin down) = -3.356 / -8.621 eV
Total energy = -303.54578 hartree
Total charge = +1

[4]
Molecular formula: C3H8N2O2
Method: DFT, the ωB97M-V functional and the def2-TZVPD basis

```
15
Properties=species:S:1:pos:R:3:lowdin_charge:R:1
C 1.44680 0.38652 -0.07366 -0.438
C -0.16778 -0.73507 1.15974 0.009
C -0.57976 -0.51632 -1.24898 0.004
N -0.79814 1.30666 0.08341 0.102
N -0.03594 0.16390 -0.02626 -0.366
O 1.97311 1.41709 -0.00916 0.145
O 2.16362 -1.10672 0.07781 -0.315
H 0.06431 -0.16561 2.06603 0.124
H -1.17095 -1.07482 1.21891 0.097
H 0.47346 -1.52457 1.11107 0.050
H -0.48357 0.03438 -2.20171 0.105
H -0.24488 -1.48298 -1.63066 0.112
H -1.65313 -0.27126 -1.05311 0.110
H -0.42618 2.02831 -0.55234 0.130
H -0.56098 1.54050 1.07891 0.131
```

Summary:
HOMO = -8.27 eV
LUMO level = 0.475 eV
Total energy = -378.91762 hartree